The following is a quantum chemistry calculation of a molecular structure, C26H43F5P2Tl, from OMol25.

Summary:
Spin multiplicity: 1
Lowest unoccupied orbital energy (spin up / spin down), eV: -5.62 / -5.92
Charge: +1
HOMO (spin up / spin down), eV: -8.52 / -8.28
Energy above the lowest of the compared OMol25 structures with the same formula, charge and spin, kJ/mol: 292.4
Frontier orbital gap (spin up / spin down), eV: 2.90 / 2.36

Structure (XYZ):
```
77
Properties=species:S:1:pos:R:3:mulliken_charge:R:1
Tl -1.2790 0.4886 -1.2214 1.527
C -0.4833 -2.7119 3.1827 0.448
C 0.8474 -2.6364 2.7023 0.521
C 0.6626 -1.1973 4.4776 0.570
C -0.5964 -1.8364 4.2849 0.854
C 1.5558 -1.6898 3.4971 0.494
C -1.6021 -3.5320 2.6584 -1.542
H -1.2184 -4.2875 1.9782 0.430
H -2.3253 -2.9179 2.1073 0.309
H -2.1411 -4.0294 3.4727 0.433
C -1.7926 -1.5784 5.1182 -1.190
H -2.4842 -2.4239 5.0453 0.354
H -2.3313 -0.6773 4.7787 0.158
H -1.5287 -1.4284 6.1776 0.373
C 0.9957 -0.1891 5.5057 -1.383
H 0.6411 -0.5140 6.4904 0.373
H 0.5115 0.7735 5.2883 0.269
H 2.0791 -0.0197 5.5604 0.414
C 2.9746 -1.3104 3.3220 -1.490
H 3.5596 -1.5805 4.2085 0.392
H 3.0694 -0.2272 3.1880 0.359
H 3.4214 -1.8053 2.4517 0.377
C 1.3968 -3.4569 1.5952 -1.735
H 1.9036 -4.3629 1.9728 0.313
H 2.1393 -2.8849 1.0250 0.445
H 0.6019 -3.7862 0.9041 0.406
C -1.6679 1.2846 -3.1996 -1.301
C -2.0361 -0.0537 -3.9049 0.074
C -0.8989 -0.7836 -4.6615 -1.151
C 0.0708 -1.4144 -3.6420 -1.068
C 0.1414 -0.6672 -2.3126 -0.981
C 1.0403 0.6292 -2.3658 0.608
C 0.8308 1.3901 -3.6858 -1.205
C -0.5356 2.0848 -3.7722 -1.188
H -0.4355 -0.1735 -5.4481 0.384
H 1.0818 -1.4781 -4.0934 0.376
H -1.3725 -1.6104 -5.2049 0.484
H -0.7434 2.2765 -4.8382 0.442
H -2.5868 1.8382 -2.9768 0.745
H -2.8232 0.1304 -4.6458 0.826
H -0.4973 3.0451 -3.2303 0.361
H 1.6004 2.1651 -3.7542 0.621
H 2.0426 0.1764 -2.3254 0.629
H 0.9828 0.7021 -4.5211 0.524
H -0.2558 -2.4550 -3.4804 0.300
H 0.3865 -1.3191 -1.4544 0.321
P -2.7355 -1.1138 -2.6653 0.364
P 3.3116 2.3880 0.0820 0.302
C 0.9137 1.6229 -1.1477 -1.096
C 1.8840 2.7973 -1.0369 -1.431
H 0.9297 1.0004 -0.2418 0.666
H -0.0491 2.2173 -1.2284 -0.405
H 2.2341 3.1492 -2.0256 0.446
H 1.3536 3.6430 -0.5902 0.672
C 3.6197 4.1008 0.6484 -1.083
H 4.2791 4.0785 1.5231 0.365
H 2.6589 4.5334 0.9558 0.322
H 4.0721 4.6971 -0.1463 0.348
C 4.4059 2.0545 -1.3502 -1.001
H 4.6237 2.9994 -1.8536 0.317
H 3.8776 1.3746 -2.0264 0.180
H 5.3287 1.5662 -1.0203 0.391
C -4.0870 -0.1016 -2.0489 -1.242
H -4.6608 -0.7374 -1.3624 0.408
H -4.6337 0.2303 -2.9501 0.335
H -3.7747 0.7951 -1.4678 0.404
C -2.9175 -2.8652 -2.8167 -1.057
H -1.9479 -3.3914 -2.7462 0.327
H -3.4223 -3.0459 -3.7810 0.362
H -3.5612 -3.1589 -1.9554 0.355
F -2.2905 3.2612 0.6365 -0.270
C -1.6496 2.2364 1.2825 0.205
F -0.3659 2.6263 1.5529 -0.249
C -2.3991 1.8647 2.5651 0.531
F -2.9975 2.9397 3.1331 -0.278
F -3.3837 0.9383 2.3527 -0.258
F -1.5182 1.3535 3.4748 -0.213
```

The following is a quantum chemistry calculation of C3H5BN2 in the gas phase, from OMol25.

Summary:
Spin multiplicity: 3
Lowest unoccupied orbital energy (spin up / spin down), eV: 0.74 / -2.79
⟨S²⟩: 2.03
HOMO (spin up / spin down), eV: -7.16 / -9.64
Energy above the lowest of the compared OMol25 structures with the same formula, charge and spin, kJ/mol: 0.0
Frontier orbital gap (spin up / spin down), eV: 7.90 / 6.85

Structure (XYZ):
```
11
Properties=species:S:1:pos:R:3:mulliken_charge:R:1
B -0.9958 0.6367 -0.2588 0.177
C 1.4581 -0.7966 -0.2155 -0.200
C 1.4209 0.7094 0.2149 -0.024
C -0.8350 -1.1055 0.1957 -0.185
N 0.3454 -1.4339 -0.0236 -0.360
N 0.2920 1.2032 0.0402 -0.421
H -1.9310 0.9002 0.4125 -0.084
H -1.1981 0.7251 -1.5484 -0.067
H 2.0550 -1.0090 -1.0578 0.370
H 2.3035 1.3404 0.4371 0.366
H -1.4333 -1.6813 0.8170 0.429
```

The following is a quantum chemistry calculation of a molecular structure, C4H3N3O, from OMol25.

Summary:
Spin multiplicity: 1
Lowest unoccupied orbital energy, eV: -1.16
HOMO, eV: -9.65
Energy above the lowest of the compared OMol25 structures with the same formula, charge and spin, kJ/mol: 879.2
Frontier orbital gap, eV: 8.49

Structure (XYZ):
```
11
Properties=species:S:1:pos:R:3:mulliken_charge:R:1
C -1.3827 -0.4336 -0.0520 0.492
C 0.6651 0.3078 -0.2412 0.630
C 2.0765 -0.0123 -0.0331 -0.288
C 3.2560 -0.5286 0.0115 -0.178
H -3.2656 -0.3105 0.5236 0.307
H -1.9653 1.6382 0.8251 0.250
H 4.2786 -1.1896 0.0723 0.335
N -2.5117 -1.0575 0.0547 -0.613
N -1.1734 0.8909 -0.5128 -0.286
N 0.1058 1.5069 -0.0711 -0.382
O -0.0833 -0.8117 -0.5770 -0.266
```

The following is a quantum chemistry calculation of a molecular structure, C40H37AsIrN7OS3Si, from OMol25.

Summary:
Spin multiplicity: 2
Lowest unoccupied orbital energy (spin up / spin down), eV: -3.72 / -4.56
Charge: +1
⟨S²⟩: 0.76
HOMO (spin up / spin down), eV: -10.17 / -10.15
Energy above the lowest of the compared OMol25 structures with the same formula, charge and spin, kJ/mol: 228.2
Frontier orbital gap (spin up / spin down), eV: 6.45 / 5.59

Structure (XYZ):
```
91
Properties=species:S:1:pos:R:3:mulliken_charge:R:1
Ir 0.1956 0.5376 -1.0537 2.681
C 1.0293 4.8572 -0.1346 -1.299
Si 1.1036 3.2380 0.7732 0.684
C 2.7771 2.4868 0.4849 -0.973
C 0.9314 3.4988 2.6316 -1.920
N -0.1869 2.1687 0.1392 -0.154
C -1.5001 2.7157 0.1512 1.552
C -1.8268 3.7710 1.0238 -1.043
C -3.0773 4.3624 1.0454 -1.331
C -4.0701 3.9491 0.1707 -0.927
C -3.7970 2.9100 -0.6981 -1.257
C -2.5541 2.2982 -0.6748 0.571
O -2.2327 1.2618 -1.5582 0.364
C -3.2431 0.5163 -2.1628 -0.118
C -4.2535 -0.0703 -1.4112 0.269
C -5.1383 -0.9424 -2.0300 -0.892
C -5.0278 -1.2005 -3.3916 -0.689
C -4.0429 -0.5659 -4.1359 -0.658
C -3.1405 0.2934 -3.5218 -0.493
H 1.7297 5.5729 0.3055 0.419
H 0.0350 5.3042 -0.1073 0.407
H 1.3045 4.7165 -1.1813 0.283
H 3.5250 3.2833 0.5380 0.655
H 2.8752 2.0169 -0.4945 0.128
H 3.0432 1.7559 1.2497 0.110
H 1.8687 3.2505 3.1381 0.527
H 0.1349 2.8979 3.0736 0.532
H 0.7164 4.5451 2.8629 0.611
H -1.0775 4.1312 1.7091 0.392
H -3.2703 5.1620 1.7484 0.457
H -5.0371 4.4315 0.1534 0.437
H -4.5436 2.5770 -1.4064 0.543
H -4.3696 0.1760 -0.3603 0.690
H -5.9168 -1.4181 -1.4474 0.434
H -5.7189 -1.8809 -3.8706 0.461
H -3.9688 -0.7403 -5.2012 0.472
H -2.3558 0.7853 -4.0816 0.491
C -3.2210 -2.3346 1.7719 -1.446
C -2.5986 -2.5089 0.4402 0.951
N -2.7722 -3.5002 -0.3696 -0.929
N -2.0024 -3.1929 -1.4624 0.452
C -1.3606 -2.0393 -1.3497 -0.426
S -0.3352 -1.2634 -2.4694 -0.545
N -1.7299 -1.5914 -0.1279 2.036
N -1.2408 -0.4045 0.4300 -1.690
H -3.7607 -3.2431 2.0258 0.423
H -3.9254 -1.5003 1.7604 0.256
H -2.4665 -2.1386 2.5350 0.189
H -1.9590 -3.8265 -2.2439 0.233
H -0.8578 -0.5967 1.3576 -0.169
H -1.9863 0.2874 0.5005 0.684
S 0.2830 2.2730 -2.6680 -0.731
C 1.4913 1.4285 -3.5303 0.782
S 2.0877 0.2358 -2.4486 -0.497
C 1.8975 1.6216 -4.8069 0.744
C 1.3057 2.6624 -5.5941 -0.284
N 0.7913 3.4990 -6.1921 -0.458
C 2.8954 0.7645 -5.3755 -0.122
N 3.6958 0.0460 -5.7829 -0.479
C 6.3364 -1.0137 1.1928 -0.628
C 5.5089 -0.7486 2.2733 -0.836
C 4.1402 -0.6049 2.0871 0.010
C 3.6102 -0.7341 0.8106 1.186
C 4.4377 -0.9878 -0.2801 -0.591
C 5.8018 -1.1316 -0.0832 -1.022
As 1.6964 -0.7208 0.5473 1.067
C 1.4729 -2.6267 0.2511 0.082
C 1.8062 -3.3460 -0.8871 -0.919
C 1.5936 -4.7183 -0.9062 -0.770
C 1.0463 -5.3557 0.2030 -1.002
C 0.7239 -4.6357 1.3438 -0.621
C 0.9451 -3.2629 1.3752 0.627
C 0.6694 -2.3672 2.5233 1.134
C 0.1428 -2.7530 3.7517 -0.124
C -0.0810 -1.8030 4.7398 -1.066
C 0.2194 -0.4629 4.5189 -0.646
C 0.7540 -0.0661 3.3002 -0.102
C 0.9811 -1.0185 2.3162 -1.821
H 7.4017 -1.1253 1.3447 0.407
H 5.9242 -0.6591 3.2684 0.438
H 3.5008 -0.3976 2.9355 0.415
H 4.0319 -1.0714 -1.2784 0.333
H 6.4464 -1.3419 -0.9263 0.467
H 2.2223 -2.8502 -1.7551 0.424
H 1.8540 -5.2906 -1.7871 0.487
H 0.8797 -6.4246 0.1807 0.433
H 0.3150 -5.1488 2.2052 0.429
H -0.0810 -3.7942 3.9477 0.476
H -0.4899 -2.1107 5.6934 0.434
H 0.0430 0.2688 5.2961 0.512
H 0.9953 0.9722 3.1222 0.394
```

Among the records above, which one has the lowest energy above the lowest of the compared OMol25 structures with the same formula, charge and spin?
C3H5BN2